Entry 1:
Formula: C3H8N4S2
Source: OMol25
Level of theory: ωB97M-V/def2-TZVPD

Geometry as ORCA input:
```
! wB97M-V def2-TZVPD RIJCOSX def2/J DEFGRID3
* xyz 0 3
C 0.8329 0.7878 0.0941
C -0.4308 1.3984 -0.5389
C 0.4387 -0.4193 1.0534
N -0.7428 0.3897 -1.4722
N -0.9861 -0.9356 0.3318
N -1.0625 -0.7579 -0.9664
N 1.2787 -1.4785 1.3562
S -1.7139 -1.9420 -1.9197
S 0.2127 2.8262 -1.5622
H 1.4039 0.3571 -0.6330
H 1.4761 1.3203 0.8055
H -1.1259 1.6316 0.2196
H -0.1127 -0.1322 1.9690
H -1.3204 -1.7926 0.7585
H 1.2766 -1.8992 2.2409
H 1.4494 -2.1123 0.6319
H -0.8738 2.7585 -2.3685
*
```

⟨S²⟩ = 2.0076
electronic energy = -1134.28714 Eh
orbital gap (spin up / spin down) = 7.0 / 6.5 eV
LUMO (spin up / spin down) = 0.7 / -2.2 eV

Entry 2:
Formula: C3H8N5
Source: OMol25
Level of theory: ωB97M-V/def2-TZVPD

Geometry as ORCA input:
```
! wB97M-V def2-TZVPD RIJCOSX def2/J DEFGRID3
* xyz 1 1
C 1.8321 1.1072 0.0128
N 0.7746 0.3490 -0.5909
C 0.3879 -0.8301 -0.1010
N 1.1710 -1.6046 0.6217
N -0.8461 -1.2594 -0.1214
N -1.9682 -0.6395 -0.6070
C -2.4362 0.4332 -0.1150
N -2.9929 1.1594 0.6748
H 1.9334 0.6249 1.0222
H 2.8354 0.8962 -0.4111
H 1.4060 2.0834 0.2128
H 0.5072 0.5109 -1.5192
H 0.7079 -2.2267 1.1793
H 2.2236 -1.5444 0.6951
H -2.2302 -1.1262 -1.5131
H -3.3054 2.0667 0.5600
*
```

energy above the lowest of the compared OMol25 structures with the same formula, charge and spin = 3.0301 eV
SMILES = CN/C(N)=N\NC#[NH+]
electronic energy = -392.53607 Eh
orbital gap = 9.0 eV
LUMO = -4.5 eV

Entry 3:
Formula: C3H8N5
Source: OMol25
Level of theory: ωB97M-V/def2-TZVPD

Geometry as ORCA input:
```
! wB97M-V def2-TZVPD RIJCOSX def2/J DEFGRID3
* xyz 1 1
C 1.1341 -1.5782 -0.1781
C -0.7962 -0.4110 -1.0365
C -0.0943 -1.6469 -0.8106
N 1.6477 -0.4309 0.1174
N -0.1235 0.7355 -0.6274
N -1.8446 -0.2408 -1.7838
N 1.5899 1.7676 0.3774
N 0.9418 0.6193 -0.0108
H 1.7414 -2.3755 0.0656
H -0.5598 -2.6195 -0.7991
H -0.8719 1.2247 1.8300
H -2.5263 -0.9796 -2.0241
H -1.9788 0.7202 -1.9616
H 2.5805 1.4960 0.4397
H 1.3374 2.7202 0.2242
H -0.3397 1.5555 1.4850
*
```

energy above the lowest of the compared OMol25 structures with the same formula, charge and spin = 3.7188 eV
electronic energy = -392.51076 Eh
orbital gap = 9.1 eV
LUMO = -4.9 eV

Entry 4:
Formula: C3H8NO
Source: OMol25
Level of theory: ωB97M-V/def2-TZVPD

Geometry as ORCA input:
```
! wB97M-V def2-TZVPD RIJCOSX def2/J DEFGRID3
* xyz -1 1
C 0.7831 -1.2188 -1.0006
N -0.3225 -0.2885 -0.9374
C -0.7919 -0.0470 0.4490
C -0.1640 1.2671 0.9814
O -0.4699 2.2847 0.1861
H 1.0083 -1.3849 -2.0578
H 0.4318 -2.0930 -0.4570
H 1.7482 -0.8887 -0.5710
H -0.2232 0.6986 -1.2211
H -0.6489 -0.9518 1.0516
H -1.8603 0.2198 0.4442
H 0.9517 1.1054 1.0501
H -0.4424 1.2970 2.0827
*
```

energy above the lowest of the compared OMol25 structures with the same formula, charge and spin = 0.6944 eV
SMILES = CNCC[O-]
electronic energy = -249.06109 Eh
orbital gap = 6.7 eV
LUMO = 4.4 eV

Entry 5:
Formula: C3H8NO
Source: OMol25
Level of theory: ωB97M-V/def2-TZVPD

Geometry as ORCA input:
```
! wB97M-V def2-TZVPD RIJCOSX def2/J DEFGRID3
* xyz -1 1
C 0.1954 1.9084 -1.7515
O -0.6482 0.7322 -1.7602
H 0.2389 2.4941 -2.6907
H -0.1922 2.6363 -0.9948
H 1.2119 1.7568 -1.5028
C 1.0675 -1.4304 1.7668
C -0.3267 -1.2222 1.4626
N -0.9379 -1.0792 0.2673
H 1.6184 -1.4450 0.8870
H 1.1899 -1.9418 2.6677
H -1.0587 -1.4834 2.2875
H -1.9138 -0.9599 0.4214
H -0.4446 0.0342 -1.0602
*
```

energy above the lowest of the compared OMol25 structures with the same formula, charge and spin = 1.1699 eV
electronic energy = -249.04362 Eh
orbital gap = 6.1 eV
LUMO = 4.2 eV

Entry 6:
Formula: C3H8NO
Source: OMol25
Level of theory: ωB97M-V/def2-TZVPD

Geometry as ORCA input:
```
! wB97M-V def2-TZVPD RIJCOSX def2/J DEFGRID3
* xyz -1 1
C -0.4646 -1.5960 0.2591
C 0.4891 -0.5628 -0.2980
N -0.2974 0.5645 -0.8466
C 0.1869 1.9216 0.1690
O 0.3426 1.7783 1.4478
H -1.0422 -2.0118 -0.5728
H 0.0148 -2.5785 0.6890
H -1.0050 -1.2594 1.1437
H 1.1461 -0.2669 0.5413
H 1.0401 -0.9924 -1.1501
H -1.2761 0.2802 -0.7913
H 1.1541 1.8571 -0.4204
H -0.2884 2.8662 -0.1708
*
```

energy above the lowest of the compared OMol25 structures with the same formula, charge and spin = 1.2244 eV
SMILES = CCNC[O-]
electronic energy = -249.04162 Eh
orbital gap = 7.0 eV
LUMO = 4.4 eV

Entry 7:
Formula: C3H8NO
Source: OMol25
Level of theory: ωB97M-V/def2-TZVPD

Geometry as ORCA input:
```
! wB97M-V def2-TZVPD RIJCOSX def2/J DEFGRID3
* xyz -1 1
C -1.4365 0.2756 -0.2443
C 0.0444 0.3496 -0.0149
N 0.9522 0.3941 -1.1606
C 0.6011 -0.9110 0.7700
O 1.9024 -0.9050 1.0239
H -1.6379 -0.0721 -1.2333
H -1.8892 1.2897 -0.2013
H -1.6655 -0.4363 0.6370
H 0.2928 1.2022 0.5605
H 1.7326 0.1589 -0.5802
H 0.8197 1.4158 -1.4939
H 0.2362 -1.7744 0.1690
H 0.0478 -0.9871 1.7681
*
```

energy above the lowest of the compared OMol25 structures with the same formula, charge and spin = 0.9260 eV
SMILES = C[C@H](N)C[O-]
electronic energy = -249.05259 Eh
orbital gap = 6.9 eV
LUMO = 4.5 eV

Entry 8:
Formula: C3H8NO
Source: OMol25
Level of theory: ωB97M-V/def2-TZVPD

Geometry as ORCA input:
```
! wB97M-V def2-TZVPD RIJCOSX def2/J DEFGRID3
* xyz 1 1
C -1.5212 0.7918 0.3126
C -0.5062 0.4177 -0.7573
N 0.7264 0.4373 -0.0742
C 1.7252 1.4821 -0.1596
O 0.9627 -0.6225 0.5891
H -1.2065 0.4479 1.2925
H -1.4699 1.8135 0.4055
H -2.4339 0.3690 0.1309
H -0.4743 1.1445 -1.5982
H -0.6450 -0.6317 -1.0753
H 2.3901 1.4375 0.6498
H 1.0454 2.3699 -0.1137
H 2.2476 1.3769 -1.0599
*
```

energy above the lowest of the compared OMol25 structures with the same formula, charge and spin = 3.5017 eV
SMILES = CC[N+](C)=O
electronic energy = -248.70721 Eh
orbital gap = 9.9 eV
LUMO = -7.6 eV

Entry 9:
Formula: C3H8NO
Source: OMol25
Level of theory: ωB97M-V/def2-TZVPD

Geometry as ORCA input:
```
! wB97M-V def2-TZVPD RIJCOSX def2/J DEFGRID3
* xyz 1 1
C 0.7154 -0.5675 0.8684
C 2.0838 -0.9581 1.0771
C -1.8569 0.7854 -1.4643
N -1.4122 0.7056 -0.1840
O 0.4810 0.2529 0.0059
H -0.1781 -0.8947 1.3300
H 2.1269 -1.9674 0.4096
H 2.7655 -0.2279 0.8879
H 2.3619 -1.1611 2.0929
H -1.6460 1.6378 -2.0101
H -1.3647 -0.0128 -2.0810
H -2.8999 0.8409 -1.2082
H -1.1767 1.5669 0.2759
*
```

energy above the lowest of the compared OMol25 structures with the same formula, charge and spin = 4.5384 eV
electronic energy = -248.66911 Eh
orbital gap = 9.3 eV
LUMO = -6.5 eV

Entry 10:
Formula: C3H8NO
Source: OMol25
Level of theory: ωB97M-V/def2-TZVPD

Geometry as ORCA input:
```
! wB97M-V def2-TZVPD RIJCOSX def2/J DEFGRID3
* xyz 1 1
C 0.5364 0.0818 1.2281
C 0.5126 1.0799 2.0976
C -1.3555 0.5074 -0.2515
N -0.1638 0.1253 -0.0308
H 1.2916 -0.6915 1.2029
H -0.3350 1.7492 2.0210
H 1.3312 1.3900 2.7283
H -1.8803 0.2239 -1.1524
H -1.8614 0.9802 0.5812
H 0.2828 -0.4302 -0.7752
H 1.1187 -1.1662 -2.7414
H 0.1326 -2.3258 -2.6882
O 0.3899 -1.5240 -2.2196
*
```

energy above the lowest of the compared OMol25 structures with the same formula, charge and spin = 1.1524 eV
electronic energy = -248.79355 Eh
orbital gap = 9.6 eV
LUMO = -5.2 eV

Entry 11:
Formula: C3H8NO
Source: OMol25
Level of theory: ωB97M-V/def2-TZVPD

Geometry as ORCA input:
```
! wB97M-V def2-TZVPD RIJCOSX def2/J DEFGRID3
* xyz 1 1
C -0.7222 -1.5592 -0.3028
C -0.6364 -0.8359 -1.6109
C 0.2661 1.7519 1.4222
N 0.1981 -0.4753 -0.4870
O 1.5258 1.7908 1.7765
H -1.4775 -1.3141 0.3868
H -0.4745 -2.5716 -0.1613
H -0.2183 -1.2083 -2.6181
H -1.3711 -0.1274 -1.7304
H -0.2432 1.9049 0.4054
H -0.3686 1.3245 2.1851
H 1.2018 -0.7030 -0.5167
H 2.3200 2.0226 1.2514
*
```

energy above the lowest of the compared OMol25 structures with the same formula, charge and spin = 3.8422 eV
electronic energy = -248.69470 Eh
orbital gap = 7.2 eV
LUMO = -6.6 eV

Entry 12:
Formula: C3H8NO2
Source: OMol25
Level of theory: ωB97M-V/def2-TZVPD

Geometry as ORCA input:
```
! wB97M-V def2-TZVPD RIJCOSX def2/J DEFGRID3
* xyz -1 1
O -0.0444 -1.1269 2.7108
C -0.2145 -0.0805 2.0126
C 0.8519 0.6683 1.3484
H -1.2520 0.4133 1.9569
H 1.0188 1.7302 1.6667
H 0.5427 0.6256 0.2016
H 1.7947 0.0811 1.5246
N 0.0161 -1.0504 -1.2044
C -0.4512 0.2001 -1.9065
O -0.3600 1.2277 -1.0691
H -0.5528 -1.1067 -0.4076
H -0.0592 -1.8792 -1.7121
H 0.1774 0.3134 -2.8177
H -1.4673 -0.0160 -2.3042
*
```

energy above the lowest of the compared OMol25 structures with the same formula, charge and spin = 3.0413 eV
electronic energy = -324.30362 Eh
orbital gap = 7.4 eV
LUMO = 4.3 eV

Entry 13:
Formula: C3H8NO2
Source: OMol25
Level of theory: ωB97M-V/def2-TZVPD

Geometry as ORCA input:
```
! wB97M-V def2-TZVPD RIJCOSX def2/J DEFGRID3
* xyz -1 1
O 0.4582 0.9153 -1.6972
C 1.3836 0.0403 -1.3421
N 1.4334 -0.2799 0.1672
C 0.1171 -0.7163 0.6268
C -0.9687 0.3307 0.7943
O -2.2126 -0.3471 1.2195
H 1.2483 -0.9733 -1.7964
H 2.4105 0.4248 -1.5487
H 1.5656 0.6819 0.4838
H 0.2812 -1.0812 1.6596
H -0.2270 -1.5755 0.0553
H -1.2563 0.7066 -0.1808
H -0.6888 1.1202 1.4879
H -2.4893 0.0618 2.0490
*
```

energy above the lowest of the compared OMol25 structures with the same formula, charge and spin = 2.9173 eV
SMILES = [O-]CNCCO
electronic energy = -324.30817 Eh
orbital gap = 6.3 eV
LUMO = 3.7 eV

Entry 14:
Formula: C3H8NO2
Source: OMol25
Level of theory: ωB97M-V/def2-TZVPD

Geometry as ORCA input:
```
! wB97M-V def2-TZVPD RIJCOSX def2/J DEFGRID3
* xyz -1 1
C 0.2742 0.2304 2.4614
N -0.0759 1.1896 1.6076
O 0.1898 -0.9868 2.2515
H 0.6183 0.5893 3.4588
H 0.3653 2.0658 1.8622
H -0.5952 0.8159 0.2272
C -0.5602 0.0378 -1.7450
O -1.0828 0.8423 -0.7217
C 0.4244 -1.0337 -1.2651
H -0.0521 0.6666 -2.4960
H -1.3934 -0.4746 -2.2470
H 0.9873 -1.4444 -2.1106
H -0.1283 -1.8664 -0.8249
H 1.0285 -0.6319 -0.4584
*
```

energy above the lowest of the compared OMol25 structures with the same formula, charge and spin = 1.3207 eV
electronic energy = -324.36685 Eh
orbital gap = 8.3 eV
LUMO = 4.3 eV

Entry 15:
Formula: C3H8NO2
Source: OMol25
Level of theory: ωB97M-V/def2-TZVPD

Geometry as ORCA input:
```
! wB97M-V def2-TZVPD RIJCOSX def2/J DEFGRID3
* xyz 1 1
C 0.6793 1.8243 1.8126
N -0.0963 1.1829 0.6804
C 0.2395 -0.2455 0.5172
C -0.2400 -0.8111 -0.8191
O -1.3140 -0.4882 -1.2651
O 0.5340 -1.7447 -1.3115
H 0.7562 2.9301 1.6813
H 1.7075 1.4346 1.8414
H 0.2211 1.5526 2.7813
H -0.0235 1.6962 -0.1949
H -1.1169 1.0884 0.9019
H 1.2753 -0.4537 0.6902
H -0.3063 -0.8544 1.2684
H -0.0646 -2.3872 -1.7994
*
```

energy above the lowest of the compared OMol25 structures with the same formula, charge and spin = 1.0624 eV
SMILES = C[NH2+]CC(=O)O
electronic energy = -324.08823 Eh
orbital gap = 11.6 eV
LUMO = -3.8 eV

Entry 16:
Formula: C3H8NO2
Source: OMol25
Level of theory: ωB97M-V/def2-TZVPD

Geometry as ORCA input:
```
! wB97M-V def2-TZVPD RIJCOSX def2/J DEFGRID3
* xyz 1 1
O -1.4248 0.5712 1.1812
C -2.5056 0.3841 0.7098
O -2.6760 -0.2774 -0.4373
H -3.4448 0.7515 1.1369
H -3.6142 -0.2677 -0.6783
C 2.4777 0.3458 0.1105
C 0.4566 -0.9443 -0.3980
N 1.2167 0.0582 -0.5663
H 2.3316 1.2324 0.7274
H 3.2261 0.6049 -0.6376
H 2.7969 -0.5131 0.6853
H 0.7421 -1.6906 0.3378
H -0.4429 -1.0317 -0.9814
H 0.8605 0.7768 -1.1901
*
```

energy above the lowest of the compared OMol25 structures with the same formula, charge and spin = 1.2934 eV
electronic energy = -324.07974 Eh
orbital gap = 10.3 eV
LUMO = -4.6 eV

Entry 17:
Formula: C3H8NO2
Source: OMol25
Level of theory: ωB97M-V/def2-TZVPD

Geometry as ORCA input:
```
! wB97M-V def2-TZVPD RIJCOSX def2/J DEFGRID3
* xyz 1 1
C -0.0528 0.7081 1.0329
C -1.2084 -1.3360 -1.7638
C -1.5417 -0.5401 -0.4774
N -0.7091 -0.0453 0.2988
O -0.0728 1.9602 0.9231
O 2.4133 0.5867 1.1498
H 0.3802 0.2602 1.8910
H -1.1560 -2.3475 -1.6560
H -1.9976 -1.1457 -2.4569
H -0.2075 -1.0344 -2.0626
H -2.6630 -0.4557 -0.3584
H 3.0644 0.1029 1.7454
H 0.7979 2.2473 1.1844
H 2.9531 1.0393 0.5497
*
```

energy above the lowest of the compared OMol25 structures with the same formula, charge and spin = 2.5127 eV
electronic energy = -324.03493 Eh
orbital gap = 11.6 eV
LUMO = -4.2 eV

Entry 18:
Formula: C3H8NO2
Source: OMol25
Level of theory: ωB97M-V/def2-TZVPD

Geometry as ORCA input:
```
! wB97M-V def2-TZVPD RIJCOSX def2/J DEFGRID3
* xyz 1 1
C 0.6604 1.0371 -0.1822
C 0.9891 -0.4841 -0.4956
C -0.9668 -0.4950 0.4011
N -0.8008 0.9634 0.1294
O 1.8449 -1.0417 0.4070
O -2.0203 -1.0188 -0.1856
H 1.2165 1.5193 0.6902
H 0.9004 1.6725 -0.9525
H 1.1584 -0.5695 -1.4711
H -0.4380 -0.8650 1.2090
H -1.0570 1.5996 0.8336
H -1.3103 1.1967 -0.7576
H 2.3352 -1.8054 0.0627
H -2.5118 -1.7092 0.3114
*
```

energy above the lowest of the compared OMol25 structures with the same formula, charge and spin = 4.4114 eV
electronic energy = -323.96516 Eh
orbital gap = 9.2 eV
LUMO = -3.5 eV

Entry 19:
Formula: C3H8NO2
Source: OMol25
Level of theory: ωB97M-V/def2-TZVPD

Geometry as ORCA input:
```
! wB97M-V def2-TZVPD RIJCOSX def2/J DEFGRID3
* xyz 1 3
C 1.6657 -0.3895 -0.7482
C 0.5763 0.1930 0.0868
C -0.6057 -0.4876 0.7272
N -1.8189 -0.0550 -0.0117
O 2.0800 -0.2931 0.5915
O 0.3755 1.4771 0.2123
H 1.7423 -1.3237 -1.1215
H 2.1716 0.3687 -1.3360
H -0.6742 -0.2279 1.8651
H -0.3592 -1.5491 0.5521
H -2.7690 -0.3687 0.3655
H -1.7252 -0.3698 -0.9982
H -1.8106 0.9712 -0.0135
H 1.1514 2.0544 -0.1715
*
```

energy above the lowest of the compared OMol25 structures with the same formula, charge and spin = 3.3101 eV
⟨S²⟩ = 2.0062
electronic energy = -323.81291 Eh
orbital gap (spin up / spin down) = 5.9 / 7.7 eV
LUMO (spin up / spin down) = -3.4 / -7.2 eV

Entry 20:
Formula: C3H8NO2PS
Source: OMol25
Level of theory: ωB97M-V/def2-TZVPD

Geometry as ORCA input:
```
! wB97M-V def2-TZVPD RIJCOSX def2/J DEFGRID3
* xyz 0 1
C -0.4204 0.6316 -1.7496
C -1.2034 1.0217 -0.7357
C -0.7609 1.1657 0.6301
N 0.2532 2.1477 0.8166
S -0.1706 -0.5822 1.4274
P 1.3317 -1.6839 0.2182
O 0.4216 -2.2719 -0.9819
O 1.5723 -2.9606 1.1486
H -0.6683 0.1136 -2.7730
H 0.6005 0.5988 -1.5190
H -2.2518 0.8905 -0.8095
H -1.5055 1.2909 1.2809
H 0.2651 2.7332 1.6904
H 0.8119 2.4284 -0.0150
H -0.3962 -2.6250 -0.5523
H 2.1208 -2.8986 1.9237
*
```

energy above the lowest of the compared OMol25 structures with the same formula, charge and spin = 0.4710 eV
SMILES = C=C[C@H](N)SP(O)O
electronic energy = -1063.86310 Eh
orbital gap = 8.9 eV
LUMO = 0.6 eV